ORCA calculation (ωB97M-V/def2-TZVPD) on a molecular structure, C4H6N2O.

Summary:
* gap between HOMO and LUMO: 0.3933 Ha
* energy relative to the best compared isomer or geometry (same formula, charge and spin): 3.839 eV
* E_HOMO: -9.975 eV
* F_max: 1.2 eV Å⁻¹
* E: -340.6538 Ha

ORCA input file:
```
! wB97M-V def2-TZVPD RIJCOSX def2/J DEFGRID3
* xyz 0 1
C 0.7012 0.7885 -0.8084
C 3.2908 0.6441 2.3009
C 0.0006 -0.0665 -0.3455
C -0.9171 -1.0495 0.1934
N 2.5233 -0.0414 1.8150
N -0.4455 -1.6091 1.3321
O -1.9892 -1.3100 -0.3081
H -4.3345 1.7969 -4.4067
H 1.3375 1.5289 -1.1962
H 4.0058 1.2806 2.7518
H -3.6634 1.7576 -4.7964
H 0.4747 -1.3935 1.6759
H -0.9841 -2.3267 1.7923
*
```

=====

ORCA calculation (ωB97M-V/def2-TZVPD) on a molecular structure, C15H14AsIN4O2PdS5.

Summary:
* gap between HOMO and LUMO: 0.1804 Ha
* energy relative to the best compared isomer or geometry (same formula, charge and spin): 0.650 eV
* E_HOMO: -1.419 eV
* F_max: 0.5 eV Å⁻¹
* E: -5601.9426 Ha

ORCA input file:
```
! wB97M-V def2-TZVPD RIJCOSX def2/J DEFGRID3
* xyz -2 1
Pd -0.1355 2.1642 -0.9879
S 1.1031 6.3841 -3.1025
As 1.6092 4.6322 -2.0377
S 0.6588 2.8776 -3.0975
S -0.4034 4.3194 -0.5807
S -0.2454 3.2987 1.1701
C -4.3670 -1.1756 4.1473
C -3.7996 -0.9771 2.7660
C -3.1935 0.2246 2.4087
C -2.6920 0.4250 1.1324
C -2.7834 -0.5937 0.1931
C -3.3846 -1.7962 0.5300
C -3.8890 -1.9833 1.8098
S -2.1358 -0.3242 -1.4557
O -2.3710 -1.5679 -2.1633
O -2.7992 0.8570 -1.9340
N -0.5869 0.0050 -1.2886
C 0.3254 -0.9921 -1.0109
C 0.0180 -2.3040 -0.5843
C 1.0479 -3.1718 -0.2921
C 2.3690 -2.7593 -0.4237
C 2.5749 -1.4612 -0.8615
N 1.6014 -0.6110 -1.1506
H -3.9120 -0.4872 4.8600
H -4.1984 -2.1939 4.5024
H -5.4457 -0.9981 4.1595
H -3.1049 1.0218 3.1388
H -2.2193 1.3658 0.8731
H -3.4522 -2.5746 -0.2193
H -4.3547 -2.9288 2.0698
H -1.0049 -2.6304 -0.4985
H 0.8157 -4.1773 0.0432
H 3.2023 -3.4116 -0.1978
H 3.5841 -1.0749 -0.9892
I 7.4846 0.6853 -1.3690
C 5.4951 1.1950 -1.1796
C 4.5828 1.3768 -2.2002
N 3.4254 1.6838 -1.6045
N 3.5076 1.7116 -0.2784
C 4.7683 1.4165 0.0027
H 4.6778 1.3112 -3.2703
H 2.5168 1.8658 -2.0528
H 5.1100 1.3725 1.0241
*
```

=====

ORCA calculation (ωB97M-V/def2-TZVPD) on C6H12N4O in the gas phase.

Summary:
* gap between HOMO and LUMO: 0.3351 Ha
* energy relative to the best compared isomer or geometry (same formula, charge and spin): 0.000 eV
* E_HOMO: -8.355 eV
* SMILES string: CC(C)(C)n1c(N)n[nH]c1=O
* F_max: 4.1 eV Å⁻¹
* E: -530.0704 Ha

ORCA input file:
```
! wB97M-V def2-TZVPD RIJCOSX def2/J DEFGRID3
* xyz 0 1
C -1.6750 -0.3601 0.1086
C -0.2439 0.1325 -0.3325
C 0.2555 1.3071 0.5503
C -0.3994 0.6503 -1.7569
N 0.7891 -0.8954 -0.2840
C 2.1664 -0.8034 -0.0067
N 2.9139 0.3195 0.3958
N 2.7014 -1.9197 -0.3480
N 1.7804 -2.6996 -0.9000
C 0.5588 -2.1337 -0.8747
O -0.4941 -2.5644 -1.3067
H -1.7452 -1.3222 -0.2041
H -1.8706 -0.1810 1.2036
H -2.4948 0.2577 -0.2893
H -0.3464 2.2170 0.3322
H 1.3042 1.4805 0.3674
H 0.1450 1.1245 1.7116
H -1.3683 1.2257 -1.9605
H 0.3604 1.2033 -2.1690
H -0.3745 -0.2171 -2.4476
H 3.8788 0.0728 0.3913
H 2.5942 0.8597 1.2050
H 2.0424 -3.6920 -0.9323
*
```

=====

What did the first record say?
ORCA calculation (ωB97M-V/def2-TZVPD) on a molecular structure, C4H6N2O.

Summary:
* gap between HOMO and LUMO: 0.3933 Ha
* energy relative to the best compared isomer or geometry (same formula, charge and spin): 3.839 eV
* E_HOMO: -9.975 eV
* F_max: 1.2 eV Å⁻¹
* E: -340.6538 Ha

ORCA input file:
```
! wB97M-V def2-TZVPD RIJCOSX def2/J DEFGRID3
* xyz 0 1
C 0.7012 0.7885 -0.8084
C 3.2908 0.6441 2.3009
C 0.0006 -0.0665 -0.3455
C -0.9171 -1.0495 0.1934
N 2.5233 -0.0414 1.8150
N -0.4455 -1.6091 1.3321
O -1.9892 -1.3100 -0.3081
H -4.3345 1.7969 -4.4067
H 1.3375 1.5289 -1.1962
H 4.0058 1.2806 2.7518
H -3.6634 1.7576 -4.7964
H 0.4747 -1.3935 1.6759
H -0.9841 -2.3267 1.7923
*
```

=====

Look up the E_HOMO of the third one. -8.355 eV

=====

energy relative to the best compared isomer or geometry (same formula, charge and spin) of number 2 (C15H14AsIN4O2PdS5)? 0.650 eV